1.
Below is a structure of composition C41H60BrGeO3PRhSSeSi at a distorted geometry, with properties calculated with ωB97M-V/def2-TZVPD.

Properties
* charge: +1
* spin multiplicity: 1
* highest occupied orbital energy: -10.7 eV
* Kohn-Sham gap: 6.779 eV
* energy relative to the best compared isomer or geometry (same formula, charge and spin): 11.9 kcal per mole

Each line ends with the Mulliken charge.
Positions of all 111 atoms, in Å:
Rh: -0.236 1.090 0.413  0.315
O: -0.925 2.869 3.977  -0.674
S: -0.147 2.303 2.929  1.483
O: -0.283 2.966 1.577  -0.753
O: -0.271 0.868 2.667  -0.508
C: 1.559 2.482 3.274  0.099
C: 1.995 2.731 4.561  -0.506
C: 3.361 2.828 4.798  -0.736
C: 4.260 2.676 3.757  -0.786
C: 3.809 2.404 2.470  0.002
C: 2.446 2.302 2.217  -1.479
P: 1.886 1.998 0.509  2.135
C: 1.911 3.628 -0.289  0.829
C: 1.494 3.838 -1.605  0.155
C: 1.528 5.111 -2.153  -0.941
C: 1.959 6.190 -1.397  -0.746
C: 2.360 5.995 -0.085  -0.841
C: 2.332 4.725 0.468  -1.005
C: 3.233 1.005 -0.180  0.315
C: 3.852 1.336 -1.382  -0.288
C: 4.905 0.565 -1.861  -0.847
C: 5.356 -0.524 -1.134  -0.536
C: 4.742 -0.859 0.068  -1.032
C: 3.674 -0.112 0.534  -0.030
H: 1.272 2.860 5.355  0.571
H: 3.722 3.028 5.798  0.432
H: 5.322 2.769 3.940  0.462
H: 4.525 2.281 1.668  0.607
H: 1.137 3.025 -2.213  0.438
H: 1.206 5.254 -3.176  0.500
H: 1.975 7.184 -1.825  0.406
H: 2.689 6.832 0.516  0.469
H: 2.637 4.599 1.497  0.352
H: 3.537 2.209 -1.938  0.439
H: 5.386 0.836 -2.792  0.465
H: 6.191 -1.110 -1.497  0.434
H: 5.094 -1.707 0.641  0.414
H: 3.208 -0.383 1.475  0.562
C: -0.610 1.535 -4.265  -1.185
C: 0.501 0.935 -3.695  -0.620
C: 0.583 0.787 -2.315  -0.399
C: -0.452 1.218 -1.489  2.141
C: -1.573 1.813 -2.063  -0.037
C: -1.640 1.967 -3.449  -0.548
H: -0.675 1.661 -5.338  0.420
H: 1.318 0.592 -4.320  0.465
H: 1.469 0.346 -1.885  0.465
H: -2.405 2.153 -1.470  -0.620
H: -2.514 2.437 -3.883  0.447
C: 2.093 -3.771 1.589  -1.786
C: 0.849 -4.459 0.997  2.606
C: 1.242 -5.894 0.582  -1.735
C: -0.177 -4.553 2.137  -1.995
Si: 0.122 -3.599 -0.535  -2.090
Br: 0.077 -1.397 0.383  0.170
C: 1.204 -3.667 -2.088  3.164
C: 0.926 -4.996 -2.824  -1.850
C: 2.697 -3.607 -1.736  -2.149
C: 0.949 -2.520 -3.065  -1.833
C: -1.734 -3.881 -0.844  2.762
C: -1.984 -5.403 -0.928  -1.758
C: -2.180 -3.232 -2.163  -2.074
C: -2.662 -3.316 0.243  -1.473
H: 2.445 -4.383 2.425  0.595
H: 1.866 -2.781 1.984  0.275
H: 2.917 -3.675 0.885  0.323
H: 1.600 -6.419 1.474  0.557
H: 2.047 -5.921 -0.149  0.336
H: 0.408 -6.472 0.183  0.296
H: 0.310 -5.021 2.998  0.621
H: -1.042 -5.166 1.887  0.377
H: -0.532 -3.572 2.459  0.229
H: 1.111 -5.881 -2.215  0.324
H: 1.599 -5.053 -3.685  0.550
H: -0.091 -5.059 -3.209  0.391
H: 3.043 -4.455 -1.148  0.387
H: 2.951 -2.690 -1.202  0.219
H: 3.269 -3.609 -2.670  0.641
H: -0.057 -2.492 -3.474  0.340
H: 1.643 -2.633 -3.904  0.623
H: 1.143 -1.562 -2.604  -0.218
H: -1.401 -5.896 -1.706  0.333
H: -3.039 -5.567 -1.164  0.544
H: -1.785 -5.914 0.015  0.339
H: -1.708 -3.674 -3.040  0.419
H: -1.997 -2.154 -2.181  0.231
H: -3.258 -3.383 -2.270  0.627
H: -2.509 -3.754 1.227  0.418
H: -3.693 -3.530 -0.055  0.495
H: -2.568 -2.236 0.331  -0.376
C: -4.839 4.216 -0.546  -1.001
Ge: -5.200 3.430 1.190  0.556
C: -5.781 4.749 2.476  -1.179
C: -6.510 2.012 1.038  -1.182
C: -3.491 2.710 1.822  -0.978
Se: -2.991 1.069 0.877  -0.070
C: -3.329 -0.247 2.258  -0.193
H: -5.764 4.441 -1.078  0.421
H: -4.256 3.528 -1.161  0.152
H: -4.272 5.141 -0.435  0.342
H: -6.717 5.202 2.147  0.381
H: -5.042 5.541 2.594  0.370
H: -5.952 4.281 3.446  0.364
H: -7.411 2.386 0.552  0.402
H: -6.789 1.642 2.025  0.346
H: -6.122 1.183 0.445  0.360
H: -3.474 2.484 2.888  0.642
H: -2.683 3.420 1.643  0.226
H: -4.395 -0.247 2.471  0.454
H: -2.746 -0.025 3.147  0.303
H: -3.033 -1.208 1.848  -0.278


2.
Below is a cluster of 8 separate species, C41H62BCl14F6N4O4S2 in total at a distorted geometry, with properties calculated with ωB97M-V/def2-TZVPD.

Properties
* charge: +1
* spin multiplicity: 1
* highest occupied orbital energy: -10.8 eV
* Kohn-Sham gap: 8.306 eV
* energy relative to the best compared isomer or geometry (same formula, charge and spin): 0.0 kcal per mole

Each line ends with the Mulliken charge.
Positions of all 134 atoms, in Å:
C: -1.209 2.677 2.868  -0.739
B: -1.029 1.773 1.608  1.571
O: -0.868 0.435 1.674  -0.923
C: -1.161 2.326 0.108  0.005
C: -2.688 2.638 0.029  -1.543
C: -3.540 1.423 0.304  -0.441
N: -3.970 0.614 -0.562  -0.620
C: -0.769 1.444 -1.099  -1.423
C: 0.420 2.087 -1.828  1.209
C: 0.292 1.581 -3.292  -2.144
C: 1.073 2.255 -4.423  -1.416
O: 2.207 1.445 -4.751  -0.281
C: 3.289 2.140 -5.203  0.054
O: 4.390 1.992 -4.760  -0.432
C: 1.774 1.572 -1.236  2.052
F: 2.089 2.317 -0.127  -0.445
F: 2.762 1.818 -2.146  -0.301
C: 1.846 0.121 -0.854  -0.941
C: 2.015 -0.869 -1.816  0.620
C: 2.065 -2.195 -1.449  -1.104
C: 1.998 -2.558 -0.120  -1.095
C: 1.873 -1.562 0.837  0.555
C: 1.861 -1.924 2.289  0.737
F: 1.116 -3.017 2.537  -0.268
F: 1.383 -0.941 3.078  -0.264
F: 3.101 -2.201 2.728  -0.270
C: 1.795 -0.235 0.475  -0.390
C: 0.117 3.637 -1.627  1.240
C: -0.980 4.095 -2.588  -1.794
C: -1.831 5.330 -2.193  -0.948
O: -1.297 6.265 -1.269  -0.567
C: 1.432 4.452 -1.760  -1.536
C: 1.441 5.845 -2.403  -0.573
C: 2.900 6.256 -2.677  -1.306
S: 3.639 6.755 -1.106  -0.064
C: 5.320 7.000 -1.563  0.276
S: 5.784 7.598 -2.991  -0.222
N: 6.197 6.641 -0.550  0.040
C: 7.323 7.352 -0.167  -0.246
C: 7.882 6.631 0.834  -0.500
N: 7.157 5.485 1.086  -0.567
C: 6.157 5.523 0.265  0.053
N: -0.485 3.652 -0.216  0.659
F: 0.431 4.034 0.755  -0.271
H: -1.088 3.731 2.642  -0.185
H: -0.534 2.394 3.674  0.382
H: -2.238 2.576 3.230  0.333
H: -1.026 0.091 2.561  0.304
H: -2.918 3.370 0.814  0.595
H: -2.951 3.099 -0.921  0.684
H: -3.810 1.247 1.344  0.477
H: -3.671 0.899 -1.497  0.278
H: -1.638 1.451 -1.753  0.434
H: -0.652 0.395 -0.842  0.310
H: 0.578 0.535 -3.316  0.359
H: -0.757 1.594 -3.573  0.808
H: 0.426 2.299 -5.302  0.403
H: 1.370 3.281 -4.211  0.470
H: 3.067 2.817 -6.043  0.413
H: 2.095 -0.627 -2.866  0.412
H: 2.151 -2.955 -2.211  0.167
H: 2.055 -3.604 0.136  0.312
H: 1.696 0.501 1.253  0.624
H: -1.688 3.286 -2.753  0.545
H: -0.524 4.261 -3.560  0.827
H: -2.791 4.980 -1.808  0.387
H: -2.074 5.884 -3.098  0.472
H: -0.483 5.988 -0.847  0.364
H: 2.118 3.848 -2.339  0.431
H: 1.916 4.550 -0.796  0.380
H: 0.932 5.886 -3.364  0.538
H: 1.036 6.614 -1.748  0.436
H: 3.475 5.435 -3.103  0.553
H: 2.918 7.103 -3.355  0.691
H: 7.613 8.282 -0.618  0.399
H: 8.770 6.894 1.381  0.400
H: 5.375 4.790 0.173  0.353
H: -1.206 4.371 -0.085  1.152
Cl: 4.016 -5.896 1.367  -0.186
C: 2.519 -5.937 2.336  -0.156
C: 1.790 -7.249 2.246  -0.084
Cl: 1.114 -7.535 0.622  -0.200
H: 1.893 -5.121 1.997  -0.012
H: 2.803 -5.751 3.370  0.305
H: 0.953 -7.247 2.940  -0.009
H: 2.437 -8.089 2.486  0.344
Cl: -1.776 -1.852 -2.796  -0.140
C: -2.739 -3.079 -1.921  -0.582
C: -3.830 -3.653 -2.784  -0.449
Cl: -5.094 -2.448 -3.150  -0.208
H: -3.141 -2.605 -1.029  0.314
H: -2.050 -3.868 -1.624  0.357
H: -4.313 -4.475 -2.259  0.344
H: -3.440 -4.021 -3.729  0.338
Cl: 2.981 -3.285 -4.512  -0.117
C: 2.900 -4.692 -5.608  -0.541
C: 1.479 -5.154 -5.803  -0.479
Cl: 0.788 -5.836 -4.307  -0.169
H: 3.521 -5.475 -5.181  0.349
H: 3.324 -4.385 -6.562  0.323
H: 1.451 -5.937 -6.559  0.338
H: 0.838 -4.336 -6.119  0.302
Cl: -11.132 -3.472 -4.121  -0.183
C: -9.900 -2.758 -3.050  -0.424
C: -8.623 -3.556 -3.039  -0.254
Cl: -8.825 -5.145 -2.256  -0.186
H: -10.328 -2.683 -2.054  0.330
H: -9.697 -1.755 -3.423  0.287
H: -7.861 -3.021 -2.475  0.113
H: -8.254 -3.728 -4.046  0.318
Cl: 0.035 -7.722 5.490  -0.158
C: -0.673 -9.355 5.657  -0.463
C: -0.042 -10.338 4.705  -0.504
Cl: -0.457 -9.984 3.007  -0.163
H: -1.743 -9.269 5.490  0.318
H: -0.500 -9.669 6.684  0.312
H: -0.407 -11.340 4.922  0.350
H: 1.041 -10.333 4.793  0.320
Cl: -0.477 -3.068 8.685  -0.197
C: 1.104 -3.391 7.927  -0.233
C: 1.390 -4.866 7.806  -0.279
Cl: 1.654 -5.635 9.389  -0.184
H: 1.865 -2.888 8.517  0.338
H: 1.077 -2.947 6.933  0.109
H: 2.300 -5.010 7.226  0.273
H: 0.574 -5.390 7.315  0.175
Cl: -2.226 5.514 4.351  -0.129
C: -3.646 5.493 5.432  -0.446
C: -4.271 4.123 5.472  -0.532
Cl: -4.999 3.670 3.903  -0.181
H: -4.343 6.246 5.076  0.321
H: -3.305 5.770 6.428  0.316
H: -5.067 4.101 6.215  0.392
H: -3.537 3.362 5.722  0.318


- Which formula does entry 1 have?
  C41H60BrGeO3PRhSSeSi


- Look up the spin multiplicity of the first one.
  1